{
  "formula": "C32H65N11O10S2",
  "method": "ωB97M-V with the def2-TZVPD basis set",
  "e_tot_ev": -92775.7649,
  "total_charge": -2,
  "gap_ev": 2.76,
  "symbols": ["O", "C", "O", "N", "C", "C", "C", "S", "C", "S", "N", "C", "C", "N", "C", "H", "H", "H", "H", "H", "H", "H", "H", "H", "C", "C", "O", "N", "C", "H", "H", "H", "H", "H", "H", "H", "C", "C", "O", "N", "C", "H", "H", "H", "H", "H", "H", "H", "C", "C", "O", "N", "C", "H", "H", "H", "H", "H", "H", "H", "C", "C", "O", "N", "C", "H", "H", "H", "H", "H", "H", "H", "C", "C", "O", "N", "C", "H", "H", "H", "H", "H", "H", "H", "C", "C", "O", "N", "C", "H", "H", "H", "H", "H", "H", "H", "C", "C", "O", "N", "C", "H", "H", "H", "H", "H", "H", "H", "C", "C", "O", "N", "C", "H", "H", "H", "H", "H", "H", "H"],
  "xyz": [[1.991, 0.032, 2.109], [1.856, -0.126, 0.864], [0.891, -0.812, 0.349], [2.808, 0.473, 0.005], [2.259, 1.612, -0.626], [3.219, 2.830, -0.534], [2.579, 3.975, 0.280], [1.615, 5.044, -0.826], [0.273, 4.052, -1.331], [0.057, 3.666, -2.903], [-0.645, 3.648, -0.329], [-1.232, 4.545, 0.555], [-2.047, 3.759, 1.329], [-1.974, 2.435, 0.964], [-1.133, 2.392, -0.037], [1.338, 1.914, -0.105], [1.970, 1.447, -1.704], [4.135, 2.526, -0.024], [3.398, 3.230, -1.537], [3.361, 4.610, 0.714], [1.933, 3.587, 1.070], [-1.083, 5.611, 0.575], [-2.677, 4.095, 2.142], [-0.798, 1.520, -0.582], [-3.824, -0.140, 2.268], [-4.205, 0.494, 3.580], [-4.122, 1.687, 3.820], [-4.683, -0.349, 4.557], [-4.858, -1.781, 4.483], [-3.454, 0.614, 1.580], [-3.033, -0.876, 2.414], [-4.698, -0.624, 1.828], [-4.924, 0.121, 5.414], [-5.906, -2.049, 4.648], [-4.256, -2.283, 5.245], [-4.555, -2.147, 3.508], [-3.995, 9.017, -0.158], [-3.393, 7.721, 0.349], [-2.318, 7.695, 0.925], [-4.095, 6.581, 0.138], [-5.372, 6.417, -0.518], [-3.313, 9.825, 0.089], [-4.129, 8.985, -1.240], [-4.959, 9.209, 0.315], [-3.632, 5.752, 0.495], [-6.093, 5.967, 0.168], [-5.268, 5.754, -1.379], [-5.759, 7.374, -0.855], [-3.598, -3.279, -1.599], [-2.793, -2.205, -0.888], [-3.310, -1.155, -0.519], [-1.487, -2.446, -0.678], [-0.718, -3.611, -1.038], [-4.624, -2.929, -1.690], [-3.197, -3.468, -2.595], [-3.594, -4.213, -1.039], [-0.992, -1.690, -0.197], [-0.284, -4.063, -0.144], [0.101, -3.321, -1.696], [-1.339, -4.349, -1.543], [6.264, -3.500, 4.559], [5.984, -3.444, 3.080], [6.552, -4.161, 2.250], [5.078, -2.588, 2.612], [4.212, -1.593, 3.220], [7.025, -4.256, 4.736], [6.628, -2.537, 4.920], [5.359, -3.769, 5.104], [4.981, -2.665, 1.610], [3.177, -1.836, 2.990], [4.422, -0.625, 2.771], [4.339, -1.531, 4.300], [2.048, -6.333, 1.355], [3.361, -5.731, 1.792], [3.511, -5.290, 2.927], [4.388, -5.699, 0.900], [4.443, -6.172, -0.465], [1.356, -6.295, 2.193], [1.650, -5.744, 0.533], [2.176, -7.374, 1.050], [5.218, -5.257, 1.269], [5.229, -6.929, -0.565], [4.681, -5.329, -1.116], [3.498, -6.598, -0.780], [-5.295, -7.769, -3.941], [-4.835, -6.341, -3.735], [-4.029, -6.037, -2.878], [-5.363, -5.388, -4.554], [-6.325, -5.552, -5.621], [-4.785, -8.394, -3.215], [-6.372, -7.857, -3.789], [-5.047, -8.117, -4.944], [-5.016, -4.460, -4.362], [-5.902, -5.216, -6.570], [-7.220, -4.959, -5.420], [-6.613, -6.594, -5.719], [5.169, 9.768, 0.199], [4.783, 8.539, -0.606], [5.398, 8.229, -1.614], [3.735, 7.815, -0.152], [2.915, 8.062, 1.019], [6.018, 10.237, -0.288], [4.344, 10.481, 0.238], [5.450, 9.494, 1.216], [3.507, 7.004, -0.710], [2.970, 7.211, 1.700], [1.872, 8.188, 0.726], [3.248, 8.953, 1.541], [1.220, -3.875, -3.335], [1.742, -3.883, -1.916], [1.913, -4.931, -1.286], [2.024, -2.696, -1.338], [1.902, -1.353, -1.885], [1.047, -4.904, -3.639], [0.281, -3.325, -3.397], [1.945, -3.422, -4.012], [2.366, -2.777, -0.390], [2.872, -0.858, -1.880], [1.223, -0.760, -1.273], [1.525, -1.388, -2.905]]
}

{
  "formula": "C32H65N4O5PPtSi4Te",
  "method": "ωB97M-V with the def2-TZVPD basis set",
  "e_tot_ev": -101781.5016,
  "total_charge": -2,
  "gap_ev": [5.71, 5.69],
  "symbols": ["Pt", "O", "C", "O", "C", "C", "C", "C", "C", "O", "C", "C", "O", "O", "H", "H", "H", "H", "H", "H", "H", "H", "C", "Si", "C", "C", "Si", "Te", "Si", "C", "C", "C", "Si", "C", "C", "C", "H", "H", "H", "H", "H", "H", "H", "H", "H", "H", "H", "H", "H", "H", "H", "H", "H", "H", "H", "H", "H", "H", "H", "H", "H", "H", "H", "N", "P", "N", "C", "C", "C", "C", "C", "N", "C", "C", "C", "C", "C", "N", "C", "C", "C", "C", "C", "H", "H", "H", "H", "H", "H", "H", "H", "H", "H", "H", "H", "H", "H", "H", "H", "H", "H", "H", "H", "H", "H", "H", "H", "H", "H", "H", "H", "H", "H"],
  "xyz": [[-1.721, 0.161, -0.921], [-5.786, -1.545, -2.210], [-4.801, -0.800, -2.149], [-3.758, -1.010, -1.449], [-4.924, 0.545, -2.927], [-5.125, 1.666, -1.889], [-5.583, 2.957, -2.609], [-4.240, 3.463, -3.192], [-3.308, 2.300, -2.794], [-3.802, 1.985, -1.496], [-3.676, 1.084, -3.683], [-2.577, 0.028, -4.013], [-2.619, -0.417, -5.170], [-1.697, -0.287, -3.156], [-5.785, 0.442, -3.585], [-5.729, 1.388, -1.026], [-6.016, 3.666, -1.902], [-6.325, 2.736, -3.378], [-3.916, 4.387, -2.711], [-4.268, 3.617, -4.271], [-2.255, 2.561, -2.720], [-3.975, 1.448, -4.667], [1.453, -4.105, 1.277], [1.209, -2.907, 2.736], [2.518, -1.526, 2.571], [1.793, -3.897, 4.267], [-1.026, -2.160, 2.867], [-2.430, -1.547, 0.878], [-2.247, -4.054, 3.606], [-4.085, -3.615, 3.816], [-2.194, -5.409, 2.274], [-1.822, -4.977, 5.231], [-1.042, -0.565, 4.599], [-0.427, -1.177, 6.304], [-2.787, 0.132, 4.892], [0.031, 0.933, 4.131], [2.502, -4.258, 1.014], [0.933, -3.725, 0.394], [1.021, -5.080, 1.512], [3.460, -1.891, 2.157], [2.728, -1.082, 3.548], [2.154, -0.724, 1.923], [2.826, -4.238, 4.163], [1.162, -4.776, 4.414], [1.726, -3.293, 5.175], [-4.451, -3.157, 2.894], [-4.225, -2.884, 4.617], [-4.713, -4.481, 4.038], [-2.467, -4.974, 1.310], [-2.883, -6.231, 2.481], [-1.190, -5.829, 2.170], [-1.823, -4.296, 6.086], [-0.834, -5.438, 5.183], [-2.550, -5.766, 5.432], [-0.891, -2.136, 6.551], [-0.653, -0.479, 7.113], [0.654, -1.336, 6.292], [-3.460, -0.642, 5.269], [-3.194, 0.472, 3.937], [-2.816, 0.973, 5.589], [1.087, 0.659, 4.068], [-0.060, 1.769, 4.829], [-0.268, 1.289, 3.141], [-0.251, 1.611, -0.846], [1.171, 1.537, -1.418], [2.251, 2.679, -0.679], [2.505, 2.376, 0.728], [3.631, 3.268, 1.244], [3.259, 4.744, 1.084], [2.814, 5.034, -0.351], [1.730, 4.043, -0.771], [2.104, 0.129, -1.189], [1.441, -1.162, -0.966], [2.063, -2.247, -1.833], [3.531, -2.472, -1.435], [4.145, -1.170, -0.896], [3.502, 0.038, -1.571], [1.435, 2.055, -3.019], [0.457, 1.599, -4.008], [0.588, 2.412, -5.288], [1.946, 2.112, -5.952], [2.993, 1.727, -4.892], [2.712, 2.462, -3.583], [2.766, 1.322, 0.820], [1.598, 2.549, 1.330], [4.545, 3.058, 0.679], [3.823, 3.039, 2.296], [4.107, 5.380, 1.359], [2.437, 4.980, 1.767], [3.669, 4.945, -1.028], [2.428, 6.055, -0.425], [1.399, 4.226, -1.793], [0.857, 4.163, -0.110], [0.381, -1.054, -1.191], [1.514, -1.457, 0.092], [1.994, -1.942, -2.880], [1.489, -3.168, -1.721], [4.104, -2.821, -2.300], [3.595, -3.249, -0.669], [5.224, -1.152, -1.070], [3.980, -1.097, 0.182], [3.630, -0.062, -2.661], [4.010, 0.956, -1.258], [-0.528, 1.704, -3.568], [0.564, 0.535, -4.256], [0.512, 3.477, -5.048], [-0.232, 2.154, -5.960], [2.289, 2.986, -6.513], [1.830, 1.288, -6.659], [4.000, 1.967, -5.245], [2.954, 0.650, -4.710], [2.697, 3.545, -3.800], [3.506, 2.302, -2.857]]
}